# 1
# C69H75F9O5

14 unconnected molecules or ions with the total composition C69H75F9O5 in a non-equilibrium geometry (the ωB97M-V functional and the def2-TZVPD basis, OMol25).

Values from the calculation:
Orbital gap ... 0.3508 hartree
E_HOMO ... -9.0 eV
LUMO ... 0.521 eV

Positions of all 158 atoms, in Å:
C (3.066, -1.444, -1.130)
C (4.361, -1.040, -0.461)
O (4.679, 0.129, -0.416)
C (5.267, -2.122, 0.014)
H (2.428, -0.666, -1.554)
H (2.398, -1.982, -0.383)
H (3.303, -2.231, -1.872)
H (4.968, -2.435, 1.052)
H (6.267, -1.737, 0.035)
H (5.099, -2.945, -0.734)
C (-4.757, 0.374, 2.107)
C (-6.187, 0.558, 1.611)
O (-7.006, -0.319, 1.618)
C (-6.380, 1.967, 1.050)
H (-4.511, 1.120, 2.856)
H (-4.114, 0.425, 1.255)
H (-4.700, -0.656, 2.513)
H (-7.346, 2.127, 0.486)
H (-5.532, 2.258, 0.439)
H (-6.319, 2.609, 1.962)
C (-5.489, -1.577, -1.339)
C (-4.362, -2.286, -0.621)
O (-3.334, -1.680, -0.342)
C (-4.559, -3.721, -0.198)
H (-5.146, -0.798, -1.914)
H (-6.212, -1.317, -0.598)
H (-6.008, -2.209, -2.054)
H (-3.644, -4.259, 0.028)
H (-4.979, -4.350, -1.019)
H (-5.337, -3.818, 0.602)
C (1.770, 1.153, -4.015)
C (3.058, 0.989, -4.902)
O (3.047, 0.295, -5.902)
C (4.202, 1.919, -4.533)
H (1.974, 1.813, -3.155)
H (1.402, 0.195, -3.754)
H (1.085, 1.711, -4.643)
H (5.005, 1.637, -5.222)
H (4.385, 1.930, -3.475)
H (3.967, 2.938, -4.908)
C (-3.231, 3.688, -2.582)
C (-3.286, 2.244, -2.110)
O (-3.597, 2.030, -0.976)
C (-3.088, 1.187, -3.194)
H (-4.263, 4.060, -2.895)
H (-2.468, 3.948, -3.315)
H (-3.091, 4.257, -1.638)
H (-2.862, 0.133, -2.817)
H (-2.325, 1.549, -3.839)
H (-4.033, 1.130, -3.733)
F (0.585, 3.623, -5.792)
C (-0.653, 3.956, -6.193)
C (-1.108, 5.289, -5.974)
C (-2.456, 5.552, -6.323)
C (-3.179, 4.594, -6.983)
C (-2.693, 3.337, -7.258)
C (-1.428, 2.974, -6.848)
H (-0.379, 5.992, -5.635)
H (-2.902, 6.536, -6.252)
H (-4.226, 4.787, -7.210)
H (-3.329, 2.691, -7.908)
H (-1.011, 1.991, -7.076)
F (-2.002, -5.115, -2.613)
C (-0.863, -4.470, -2.920)
C (-0.688, -3.191, -2.401)
C (0.427, -2.495, -2.860)
C (1.395, -3.131, -3.647)
C (1.187, -4.397, -4.208)
C (0.042, -5.022, -3.788)
H (-1.490, -2.754, -1.784)
H (0.584, -1.449, -2.576)
H (2.208, -2.540, -4.010)
H (1.821, -4.767, -5.024)
H (-0.263, -5.937, -4.309)
F (5.656, 4.373, -3.237)
C (4.677, 4.713, -2.359)
C (3.399, 5.008, -2.824)
C (2.442, 5.443, -1.908)
C (2.738, 5.461, -0.558)
C (4.016, 5.170, -0.098)
C (4.990, 4.776, -1.010)
H (3.217, 4.955, -3.829)
H (1.513, 5.828, -2.371)
H (2.047, 5.828, 0.102)
H (4.296, 5.233, 0.940)
H (5.992, 4.547, -0.738)
F (-0.473, 4.681, 4.779)
C (-0.915, 4.627, 3.526)
C (-0.502, 5.664, 2.748)
C (-0.878, 5.727, 1.442)
C (-1.586, 4.653, 0.882)
C (-1.938, 3.617, 1.709)
C (-1.707, 3.615, 3.078)
H (0.176, 6.332, 3.284)
H (-0.569, 6.531, 0.779)
H (-1.811, 4.613, -0.191)
H (-2.473, 2.820, 1.180)
H (-1.925, 2.755, 3.745)
F (2.350, -7.392, 3.494)
C (2.150, -6.638, 2.445)
C (1.605, -7.236, 1.375)
C (1.061, -6.432, 0.361)
C (1.350, -5.112, 0.401)
C (2.101, -4.484, 1.432)
C (2.489, -5.296, 2.503)
H (1.405, -8.284, 1.383)
H (0.457, -6.813, -0.402)
H (0.986, -4.510, -0.391)
H (2.240, -3.388, 1.459)
H (2.854, -4.854, 3.494)
F (4.361, -1.385, 2.927)
C (4.063, -0.140, 3.344)
C (4.902, 0.901, 2.976)
C (4.570, 2.204, 3.460)
C (3.476, 2.376, 4.285)
C (2.701, 1.265, 4.699)
C (2.993, 0.028, 4.213)
H (5.806, 0.716, 2.472)
H (5.164, 3.032, 3.191)
H (3.132, 3.323, 4.661)
H (1.859, 1.455, 5.297)
H (2.491, -0.971, 4.455)
F (-1.021, 0.327, 5.026)
C (-0.187, -0.715, 5.210)
C (-0.073, -1.661, 4.192)
C (0.758, -2.730, 4.414)
C (1.493, -2.850, 5.584)
C (1.489, -1.832, 6.500)
C (0.603, -0.791, 6.367)
H (-0.649, -1.644, 3.243)
H (0.756, -3.586, 3.800)
H (1.962, -3.756, 5.822)
H (2.142, -1.821, 7.422)
H (0.388, 0.022, 7.068)
F (-2.303, -5.503, 1.240)
C (-2.145, -5.324, 2.564)
C (-1.298, -6.096, 3.311)
C (-1.196, -5.972, 4.701)
C (-1.956, -4.913, 5.248)
C (-2.761, -4.091, 4.490)
C (-2.811, -4.287, 3.116)
H (-0.737, -6.880, 2.818)
H (-0.430, -6.570, 5.233)
H (-1.874, -4.678, 6.318)
H (-3.428, -3.290, 4.925)
H (-3.430, -3.666, 2.476)
F (-0.258, 2.172, -1.884)
C (0.219, 1.465, -0.787)
C (-0.404, 0.275, -0.359)
C (0.017, -0.365, 0.774)
C (0.964, 0.236, 1.616)
C (1.652, 1.323, 1.129)
C (1.244, 1.939, -0.067)
H (-1.278, -0.158, -0.868)
H (-0.494, -1.289, 1.073)
H (0.983, -0.166, 2.632)
H (2.383, 1.815, 1.822)
H (1.582, 2.887, -0.569)

Mulliken population analysis, charges in e, atoms 1 to 8: atom 1 (C): 0.249, atom 2 (C): 0.740, atom 3 (O): -0.540, atom 4 (C): -1.172, atom 5 (H): -0.372, atom 6 (H): -0.256, atom 7 (H): 0.451, atom 8 (H): 0.097


# 2
# C69H80N7RbSSb2

A molecular structure, C69H80N7RbSSb2 (the ωB97M-V functional and the def2-TZVPD basis, OMol25).

Values from the calculation:
Orbital gap ... 0.1139 hartree
E_HOMO ... 0.2 eV
Charge ... -2
LUMO ... 3.311 eV

Positions of all 160 atoms, in Å:
Rb (0.586, -0.084, 0.956)
C (4.579, 1.500, 0.516)
N (3.925, 0.704, -0.502)
C (3.144, 1.529, -1.396)
C (4.877, -0.119, -1.220)
C (4.260, -1.014, -2.290)
N (3.125, -1.792, -1.847)
C (3.486, -2.706, -0.778)
C (2.539, -2.516, -2.954)
H (5.302, 2.218, 0.087)
H (5.114, 0.845, 1.207)
H (3.834, 2.058, 1.086)
H (3.775, 2.178, -2.034)
H (2.483, 2.175, -0.814)
H (2.529, 0.897, -2.037)
H (5.421, -0.722, -0.489)
H (5.632, 0.514, -1.732)
H (5.071, -1.672, -2.667)
H (3.943, -0.404, -3.141)
H (4.286, -3.402, -1.100)
H (2.618, -3.277, -0.460)
H (3.825, -2.153, 0.094)
H (3.252, -3.229, -3.410)
H (2.213, -1.816, -3.727)
H (1.670, -3.076, -2.606)
N (-3.116, 2.757, 2.520)
C (-2.603, 3.974, 2.811)
C (-3.326, 4.895, 3.603)
C (-2.833, 6.160, 3.847)
C (-1.601, 6.569, 3.340)
C (-0.862, 5.650, 2.606)
C (-1.338, 4.378, 2.347)
S (-0.268, 3.192, 1.513)
N (-1.275, 2.044, 1.080)
C (-2.454, 1.723, 1.785)
C (-3.034, 0.492, 1.760)
C (-4.411, 0.253, 2.211)
C (-4.914, -1.010, 2.233)
C (-4.130, -2.108, 1.819)
C (-2.861, -1.806, 1.333)
N (-2.303, -0.610, 1.260)
H (-3.913, 2.463, 3.058)
H (-4.280, 4.588, 4.019)
H (-3.418, 6.842, 4.456)
H (-1.221, 7.564, 3.531)
H (0.127, 5.908, 2.242)
H (-5.070, 1.084, 2.442)
H (-5.945, -1.163, 2.543)
H (-4.487, -3.128, 1.848)
H (-2.236, -2.622, 0.977)
C (-0.719, 0.455, -5.014)
C (-0.832, 1.862, -4.431)
C (0.214, 2.165, -3.369)
Sb (-0.069, 3.948, -2.187)
C (-2.200, 4.085, -2.262)
C (-2.955, 4.211, -3.428)
C (-4.338, 4.301, -3.366)
C (-4.982, 4.265, -2.135)
C (-4.245, 4.131, -0.970)
C (-2.859, 4.039, -1.034)
C (0.355, 5.268, -3.851)
C (1.599, 5.145, -4.473)
C (1.982, 5.997, -5.501)
C (1.123, 7.004, -5.922)
C (-0.109, 7.151, -5.306)
C (-0.487, 6.292, -4.279)
Sb (-1.069, -0.978, -3.426)
C (-2.948, -0.075, -2.968)
C (-3.894, 0.159, -3.970)
C (-5.094, 0.785, -3.673)
C (-5.362, 1.181, -2.365)
C (-4.433, 0.955, -1.365)
C (-3.223, 0.330, -1.666)
C (-1.860, -2.552, -4.654)
C (-3.139, -3.072, -4.466)
C (-3.557, -4.195, -5.169)
C (-2.704, -4.818, -6.068)
C (-1.425, -4.315, -6.261)
C (-1.008, -3.197, -5.551)
H (0.260, 0.276, -5.467)
H (-1.479, 0.294, -5.782)
H (-1.835, 1.978, -4.015)
H (-0.744, 2.608, -5.231)
H (1.202, 2.281, -3.828)
H (0.307, 1.360, -2.635)
H (-2.464, 4.237, -4.394)
H (-4.915, 4.384, -4.280)
H (-6.064, 4.323, -2.089)
H (-4.737, 4.078, -0.007)
H (-2.301, 3.897, -0.119)
H (2.292, 4.373, -4.153)
H (2.952, 5.878, -5.968)
H (1.417, 7.671, -6.724)
H (-0.784, 7.938, -5.623)
H (-1.454, 6.427, -3.809)
H (-3.694, -0.149, -4.992)
H (-5.819, 0.965, -4.458)
H (-6.302, 1.668, -2.130)
H (-4.628, 1.246, -0.340)
H (-2.523, 0.159, -0.854)
H (-3.814, -2.606, -3.759)
H (-4.552, -4.591, -5.003)
H (-3.029, -5.699, -6.607)
H (-0.747, -4.802, -6.952)
H (0.002, -2.827, -5.702)
N (0.883, 2.927, 2.604)
C (0.753, 2.316, 3.832)
C (-0.195, 1.335, 4.194)
C (-0.168, 0.749, 5.453)
C (0.779, 1.103, 6.403)
C (1.731, 2.060, 6.057)
C (1.720, 2.646, 4.806)
H (-0.958, 1.020, 3.489)
H (-0.909, -0.008, 5.685)
H (0.789, 0.634, 7.379)
H (2.492, 2.350, 6.773)
H (2.460, 3.390, 4.536)
C (-0.186, -7.384, 2.222)
C (-0.083, -6.041, 1.538)
C (-0.829, -5.791, 0.393)
C (-0.719, -4.536, -0.223)
C (-1.528, -4.233, -1.459)
C (0.121, -3.584, 0.304)
C (0.890, -3.768, 1.509)
C (0.753, -5.075, 2.080)
N (1.617, -2.726, 1.924)
C (2.477, -2.794, 3.085)
C (3.160, -1.416, 3.203)
C (4.126, -1.344, 4.389)
C (5.216, -2.407, 4.230)
C (4.564, -3.789, 4.151)
C (3.769, -4.054, 5.436)
C (2.691, -2.977, 5.611)
C (3.354, -1.600, 5.685)
C (1.728, -3.016, 4.418)
C (3.615, -3.833, 2.949)
H (-0.882, -8.040, 1.696)
H (-0.537, -7.276, 3.251)
H (0.786, -7.882, 2.260)
H (-1.505, -6.541, -0.004)
H (-2.424, -4.856, -1.503)
H (-0.956, -4.414, -2.375)
H (-1.852, -3.190, -1.464)
H (0.206, -2.617, -0.183)
H (1.283, -5.336, 2.984)
H (2.387, -0.650, 3.329)
H (3.686, -1.207, 2.263)
H (4.582, -0.349, 4.427)
H (5.915, -2.360, 5.075)
H (5.792, -2.220, 3.316)
H (5.339, -4.556, 4.037)
H (4.444, -4.051, 6.301)
H (3.303, -5.044, 5.386)
H (2.135, -3.164, 6.537)
H (4.033, -1.547, 6.545)
H (2.593, -0.828, 5.815)
H (0.973, -2.228, 4.512)
H (1.193, -3.965, 4.406)
H (3.204, -4.837, 2.838)
H (4.163, -3.614, 2.026)

Mulliken population analysis, charges in e, atoms 1 to 8: atom 1 (Rb): -0.080, atom 2 (C): -1.172, atom 3 (N): 1.437, atom 4 (C): -1.103, atom 5 (C): -1.329, atom 6 (C): -1.459, atom 7 (N): 1.525, atom 8 (C): -0.553


# 3
# C6H10

A gas-phase ion, C6H10 (charge -1) in a non-equilibrium geometry (the ωB97M-V functional and the def2-TZVPD basis, OMol25).

Values from the calculation:
Multiplicity ... 2
Orbital gap (spin up / spin down) ... 0.1276 / 0.2758 hartree
E_HOMO (spin up / spin down) ... 1.1 / -3.0 eV
Charge ... -1
LUMO (spin up / spin down) ... 4.551 / 4.478 eV

Positions of all 16 atoms, in Å:
C (-0.825, -2.170, 1.807)
C (0.081, -1.369, 1.043)
C (-0.182, -0.002, 0.977)
C (0.216, 1.005, -0.010)
C (0.121, 0.842, -1.367)
C (0.716, 2.042, -2.150)
H (-1.554, -1.731, 2.649)
H (-0.289, -3.078, 2.316)
H (-1.558, -2.638, 1.172)
H (0.684, -1.987, 0.440)
H (-0.919, 0.351, 1.576)
H (0.969, 1.704, 0.390)
H (-0.322, 0.156, -2.082)
H (0.148, 2.308, -3.127)
H (0.853, 2.941, -1.480)
H (1.860, 1.627, -2.155)

Mulliken population analysis, charges in e, atoms 1 to 8: atom 1 (C): -0.905, atom 2 (C): -0.176, atom 3 (C): -0.699, atom 4 (C): -0.586, atom 5 (C): -0.294, atom 6 (C): -0.822, atom 7 (H): 0.254, atom 8 (H): 0.226


# 4
# C6H10

C6H10 in the gas phase in a non-equilibrium geometry (the ωB97M-V functional and the def2-TZVPD basis, OMol25).

Values from the calculation:
Orbital gap ... 0.3160 hartree
Structure (SMILES) ... C=C/C(C)=C/C
E_HOMO ... -7.9 eV
LUMO ... 0.703 eV

Positions of all 16 atoms, in Å:
C (1.032, 0.293, -1.343)
C (-0.151, 0.175, -0.202)
C (0.010, 0.283, 1.143)
C (1.133, 1.262, 1.675)
C (-2.080, -1.579, -0.315)
C (-1.479, -0.420, -0.823)
H (1.918, -0.260, -1.025)
H (1.277, 1.312, -1.486)
H (0.727, -0.327, -2.213)
H (-0.675, -0.361, 1.633)
H (0.936, 2.338, 1.345)
H (2.047, 0.642, 1.298)
H (1.365, 1.214, 2.775)
H (-2.198, -2.440, -1.180)
H (-2.273, -1.941, 0.625)
H (-1.588, -0.190, -1.909)

Mulliken population analysis, charges in e, atoms 1 to 8: atom 1 (C): -1.215, atom 2 (C): 0.563, atom 3 (C): -0.227, atom 4 (C): -0.938, atom 5 (C): -0.586, atom 6 (C): -0.612, atom 7 (H): 0.312, atom 8 (H): 0.321


# 5
# C6H10

A molecular structure, C6H10 in a non-equilibrium geometry (the ωB97M-V functional and the def2-TZVPD basis, OMol25).

Values from the calculation:
Orbital gap ... 0.3205 hartree
E_HOMO ... -7.6 eV
LUMO ... 1.151 eV

Positions of all 16 atoms, in Å:
C (1.993, -0.017, 0.511)
C (0.616, 0.193, 0.135)
C (-0.050, 1.456, -0.174)
C (-0.689, 0.473, 0.792)
C (-1.578, -0.535, 0.089)
C (-0.552, -0.999, -0.948)
H (2.284, -0.588, 1.382)
H (2.818, 0.346, -0.070)
H (1.372, -0.898, -0.209)
H (0.427, 2.328, 0.266)
H (-0.507, 1.629, -1.143)
H (-0.787, 0.739, 1.842)
H (-1.858, -1.353, 0.764)
H (-2.502, -0.109, -0.326)
H (-0.662, -0.622, -1.971)
H (-0.344, -2.078, -0.950)

Mulliken population analysis, charges in e, atoms 1 to 8: atom 1 (C): -1.182, atom 2 (C): 0.768, atom 3 (C): -0.638, atom 4 (C): -0.489, atom 5 (C): -0.310, atom 6 (C): -1.156, atom 7 (H): 0.309, atom 8 (H): 0.306


# 6
# C6H10

C6H10 in the gas phase (the ωB97M-V functional and the def2-TZVPD basis, OMol25).

Values from the calculation:
Orbital gap (spin up / spin down) ... 0.2795 / 0.2837 hartree
E_HOMO (spin up / spin down) ... -8.0 / -8.3 eV
LUMO (spin up / spin down) ... -0.394 / -0.593 eV

Positions of all 16 atoms, in Å:
C (2.177, 0.044, 0.090)
C (0.803, -0.347, 0.625)
C (-1.324, -1.591, -1.031)
C (-1.975, -0.370, -0.698)
C (-1.537, 0.635, 0.106)
C (-0.177, 0.835, 0.707)
H (2.648, 0.823, 0.702)
H (2.098, 0.425, -0.937)
H (2.847, -0.823, 0.070)
H (0.895, -0.819, 1.611)
H (-1.460, -1.753, -2.119)
H (0.369, -1.132, -0.020)
H (-2.940, -0.179, -1.184)
H (-2.218, 1.478, 0.240)
H (0.256, 1.733, 0.234)
H (-0.333, 1.129, 1.757)

Mulliken population analysis, charges in e, atoms 1 to 8: atom 1 (C): -1.375, atom 2 (C): 0.079, atom 3 (C): -0.593, atom 4 (C): -0.062, atom 5 (C): -0.343, atom 6 (C): -0.572, atom 7 (H): 0.332, atom 8 (H): 0.348


# 7
# C6H10

C6H10 in the gas phase in a non-equilibrium geometry (the ωB97M-V functional and the def2-TZVPD basis, OMol25).

Values from the calculation:
Orbital gap ... 0.4009 hartree
Structure (SMILES) ... C#CC(C)(C)C
E_HOMO ... -10.0 eV
LUMO ... 0.943 eV

Positions of all 16 atoms, in Å:
C (-0.897, -0.404, 1.355)
C (-0.298, 0.012, 0.013)
C (-0.766, -1.022, -1.055)
C (-0.744, 1.475, -0.365)
C (1.168, -0.073, 0.061)
C (2.368, -0.006, 0.052)
H (-1.988, -0.550, 1.269)
H (-0.426, -1.369, 1.679)
H (-0.768, 0.383, 2.092)
H (-0.273, -0.833, -2.062)
H (-1.823, -1.188, -1.156)
H (-0.403, -2.001, -0.775)
H (-0.467, 1.773, -1.353)
H (-1.824, 1.583, -0.464)
H (-0.415, 2.191, 0.345)
H (3.405, 0.113, 0.058)

Mulliken population analysis, charges in e, atoms 1 to 8: atom 1 (C): -1.484, atom 2 (C): 1.793, atom 3 (C): -1.524, atom 4 (C): -1.620, atom 5 (C): -1.092, atom 6 (C): 0.028, atom 7 (H): 0.333, atom 8 (H): 0.364


# 8
# C6H10

2 unconnected molecules or ions with the total composition C6H10 (the ωB97M-V functional and the def2-TZVPD basis, OMol25).

Values from the calculation:
Orbital gap ... 0.3527 hartree
Structure (SMILES) ... C1=C2C[C@H]2CC1.[H][H]
E_HOMO ... -8.4 eV
LUMO ... 1.168 eV

Positions of all 16 atoms, in Å:
C (-1.463, 0.478, 0.810)
C (-0.508, 0.743, -0.367)
C (0.949, 1.209, -0.342)
C (1.762, -0.102, -0.080)
C (0.732, -1.003, 0.597)
C (-0.488, -0.526, 0.366)
H (-1.299, 0.915, 1.793)
H (-2.514, 0.410, 0.540)
H (-1.027, 0.752, -1.324)
H (1.216, 1.682, -1.292)
H (1.140, 1.944, 0.448)
H (2.602, 0.065, 0.603)
H (2.220, -0.499, -0.994)
H (-2.470, -2.398, -1.152)
H (0.976, -1.765, 1.328)
H (-1.890, -2.003, -0.886)

Mulliken population analysis, charges in e, atoms 1 to 8: atom 1 (C): -0.675, atom 2 (C): 0.042, atom 3 (C): -0.793, atom 4 (C): -0.478, atom 5 (C): -0.575, atom 6 (C): 0.220, atom 7 (H): 0.229, atom 8 (H): 0.239


Number 1: energy -107461.1714 eV. Number 2: energy -107846.8423 eV. Number 3: energy -6379.5002 eV. Number 4: energy -6379.8344 eV. Number 5: energy -6378.6364 eV. Number 6: energy -6379.6413 eV. Number 7: energy -6382.2000 eV. Number 8: energy -6380.2452 eV.